ORCA calculation (the ωB97M-V functional and the def2-TZVPD basis) on 9 unconnected molecules or ions with the total composition C29H29Cl12N5 in a non-equilibrium geometry.

Each line ends with the Mulliken spin population.
Atoms and positions in Å:
H  0.887  -0.406  2.326  0.014
H  -2.976  -1.408  -3.058  0.000
C  1.266  -3.576  5.552  0.000
C  -1.399  1.331  -0.247  0.030
Cl  -3.030  -3.058  3.866  0.000
H  -1.052  -5.266  -2.260  0.000
H  -4.620  2.166  -1.888  0.000
C  -2.049  0.464  0.731  0.071
H  1.134  -5.088  2.573  0.000
Cl  3.355  3.465  -0.925  0.000
H  -2.265  4.880  -4.581  0.000
C  4.840  -0.152  1.776  0.002
H  -4.273  -1.311  -5.299  0.000
Cl  -2.171  -3.147  6.577  0.000
H  0.441  -5.445  4.979  0.000
C  -2.136  4.865  -0.557  0.002
C  0.174  0.041  1.650  0.050
H  2.190  -1.795  5.918  0.000
C  5.906  2.011  2.983  0.000
H  6.824  -0.514  0.940  0.000
H  -0.382  -4.308  -4.415  0.000
C  -4.463  -0.619  -4.492  0.000
C  -5.230  0.473  -4.814  0.000
N  2.330  -2.225  3.877  0.001
Cl  -2.484  3.163  -6.109  0.000
C  -0.306  -3.730  -3.506  0.000
Cl  -2.089  -0.636  5.212  0.000
C  -1.252  -0.151  1.651  0.001
C  2.242  3.669  -2.339  0.002
H  -1.602  3.977  -0.896  -0.003
Cl  2.794  2.818  -3.800  0.002
H  7.801  1.434  2.300  0.000
Cl  -3.529  5.323  -1.531  0.000
C  -0.687  -4.249  -2.258  0.000
H  -5.660  0.588  -5.798  0.000
C  4.032  0.594  2.593  0.001
N  -0.483  -3.596  -1.078  0.000
C  0.678  0.946  0.782  0.060
C  -4.621  1.316  -2.553  0.001
C  -5.252  1.474  -3.785  0.000
H  0.295  -1.777  -4.440  0.000
H  1.280  3.280  -2.003  -0.006
H  2.238  -2.968  1.935  0.000
H  4.518  -1.124  1.432  0.000
C  -3.743  -0.677  -3.266  0.000
C  0.098  -2.371  -3.560  0.000
H  6.440  2.820  3.460  0.000
H  -0.959  -2.614  4.592  0.000
N  -3.831  0.272  -2.310  0.003
Cl  -0.049  4.877  -5.545  0.000
H  -1.720  -0.843  2.335  0.013
N  4.589  1.742  3.172  0.000
C  -0.151  -2.301  -1.167  -0.001
C  6.219  0.126  1.565  -0.001
H  -5.952  2.247  -4.069  0.000
C  -1.931  -2.400  5.037  0.000
H  1.035  -3.685  6.601  0.000
Cl  -0.878  6.161  -0.467  0.000
C  1.874  -2.471  5.137  0.000
Cl  -2.690  4.386  1.080  0.000
Cl  -1.250  3.163  -3.549  0.002
C  0.855  -4.506  4.641  0.000
C  0.178  -1.675  -2.341  -0.003
C  1.960  -3.154  2.962  0.000
H  -3.125  0.466  0.829  0.014
H  3.121  0.188  3.009  0.000
Cl  1.926  5.389  -2.648  0.002
N  -0.099  1.569  -0.152  0.708
C  1.207  -4.326  3.335  0.000
H  -1.946  1.811  -1.046  0.017
H  1.747  1.095  0.805  0.011
H  0.272  -1.781  -0.320  0.003
C  6.744  1.234  2.211  0.002
H  0.421  -0.623  -2.341  0.000
C  -1.578  4.151  -5.010  0.000

Forces on the atoms, in the same order (eV/Å):
H -0.18 -0.30 0.20
H -0.23 -0.47 -0.17
C -1.66 -0.96 1.38
C 0.34 -0.04 0.16
Cl -0.79 -0.10 -0.68
H -0.05 -0.10 0.54
H -0.15 -0.16 0.53
C 1.36 1.49 -0.73
H -0.58 -0.07 0.01
Cl -0.41 -0.02 -0.80
H 0.38 0.37 -0.60
C 1.15 -1.18 -0.51
H 0.08 -0.59 0.33
Cl 0.22 -0.35 0.50
H -0.34 -0.01 -0.09
C 0.63 0.27 0.84
C -2.44 0.05 0.50
H 0.09 0.54 -0.21
C -1.70 -0.79 -0.22
H -0.02 -0.13 0.08
H -0.07 -0.15 0.07
C 1.26 -0.33 0.08
C 1.12 0.88 2.61
N -1.51 -0.94 -0.51
Cl 0.22 0.03 -0.70
C -0.13 1.73 0.38
Cl 0.04 -0.02 -0.22
C 1.47 -0.40 0.01
C -0.03 0.30 0.43
H -0.43 0.44 -0.58
Cl -0.18 0.30 0.75
H 0.13 0.02 -0.53
Cl 0.54 -0.19 -0.02
C 1.16 0.86 0.03
H -0.26 0.14 0.17
C 3.04 2.18 1.12
N -0.98 -0.09 -1.01
C 1.26 1.33 -1.84
C -0.11 0.37 -1.88
C -1.56 -1.06 -1.70
H 0.16 -0.55 -0.41
H 0.25 -0.24 -0.32
H 0.19 -0.15 -0.11
H -0.39 -0.03 -0.28
C -0.57 1.16 -0.21
C -0.50 -0.36 1.30
H -0.90 0.52 0.50
H 0.08 0.14 0.70
N 0.28 -0.59 -0.36
Cl -0.96 -0.35 -0.25
H 0.07 -0.03 0.24
N -0.02 -0.67 -0.22
C 1.75 -1.10 -0.08
C -1.09 0.82 0.40
H 0.34 0.82 0.74
C 0.46 0.37 -0.35
H 0.01 -0.07 0.08
Cl -0.90 -0.66 -0.06
C 2.57 2.15 -0.74
Cl 0.13 0.21 -0.20
Cl 0.37 -0.49 0.39
C 0.35 -1.51 -0.39
C -0.76 -0.11 -1.77
C -0.77 -0.22 2.03
H -0.07 -0.12 -0.61
H -0.35 0.39 -0.17
Cl 0.39 -0.38 0.00
N -1.69 -2.56 2.58
C 1.58 1.29 -1.55
H -0.36 0.02 -0.09
H 0.23 0.39 -0.40
H -0.83 -0.20 0.91
C 0.09 -1.16 -0.19
H 0.25 0.09 0.00
C -0.04 0.33 1.19

For the lowest unoccupied orbital energy (spin up / spin down), the calculation gives -4.05 / -8.14 eV. Its frontier orbital gap (spin up / spin down) is 7.52 / 3.43 eV. Its energy is -188250.963 eV. As for the spin multiplicity: 2. As for the total charge: +1.